1.
Here is a structure of composition C9H15NOSi in a non-equilibrium geometry from the OMol25 dataset. Energies are from ωB97M-V/def2-TZVPD.

Summary:
Charge ... 0
Kohn-Sham gap ... 7.025 eV
Energy above the lowest of the compared OMol25 structures with the same formula, charge and spin ... 61.17 kcal per mole
HOMO level ... -8.522 eV

```
27
Properties=species:S:1:pos:R:3:forces:R:3:lowdin_charge:R:1
C 3.183827 -0.973813 -0.098891 0.6652 -2.2096 -0.2160 -0.024
C 2.864153 -0.849147 1.287541 1.3027 -0.5370 -1.0564 -0.167
C 0.720302 0.311932 1.098544 0.6639 0.0313 -3.7229 -0.595
C 2.754209 0.277699 -0.460949 -1.1188 -1.0293 1.5143 0.112
C 2.332627 0.434843 1.038774 -2.0109 2.8869 0.0864 -0.183
C 2.890039 -1.620817 2.545159 0.5767 -0.9194 1.3425 -0.008
C -0.728035 -0.032886 -2.766851 -1.7558 -0.0035 1.0332 -0.192
C -1.252659 2.443125 -0.797510 0.1396 -1.0275 -1.6674 -0.191
C -2.744616 -0.115363 -0.193054 2.1226 -0.6116 1.5688 -0.175
N 0.322717 0.009979 -0.138828 1.9432 -0.3793 1.0122 0.014
O 0.095419 0.600467 2.066488 -0.8648 0.4054 2.8037 0.054
Si -1.104440 0.501594 -0.928085 -0.8218 2.0794 -1.3200 0.447
H 3.510299 -1.826883 -0.708033 -0.0221 0.3763 0.3819 0.117
H 2.813070 0.818627 -1.391638 -0.1734 0.3173 0.2425 0.120
H 2.584925 1.326909 1.603130 0.1840 -0.0580 0.2634 0.156
H 2.140646 -1.201166 3.290361 0.9306 -0.5181 -1.0109 0.113
H 3.927602 -1.680252 3.080228 -1.6451 0.5614 -1.1689 0.130
H 2.681398 -2.697272 2.338625 -0.0996 0.7508 0.1569 0.097
H -1.713634 -0.470566 -3.185101 1.8718 0.3705 0.3442 0.037
H -0.436030 0.855005 -3.373119 0.0323 -0.8397 0.3856 0.017
H 0.082689 -0.767552 -2.553983 -0.6162 0.3711 -0.9300 0.006
H -0.324890 2.870591 -1.193082 -0.0543 0.0907 -0.0356 0.006
H -2.101208 2.847617 -1.430445 0.7754 -0.3854 1.0794 0.042
H -1.279494 2.676016 0.249515 -0.4884 0.4042 0.5201 0.000
H -3.398137 -0.513527 -0.934608 -0.6670 -0.3591 -0.2797 0.001
H -2.333358 -0.901467 0.504088 -0.8449 0.1554 -0.7391 0.036
H -3.202197 0.594319 0.507461 -0.0251 0.0771 -0.5883 0.030
```
Positions in Å, forces in eV/Å.



2.
Here is an isolated molecule of C9H8F2N2 in a non-equilibrium geometry from the OMol25 dataset. Energies are from ωB97M-V/def2-TZVPD.

Summary:
Charge ... 0
Kohn-Sham gap (alpha / beta) ... 6.765 / 6.363 eV
Energy above the lowest of the compared OMol25 structures with the same formula, charge and spin ... 97.72 kcal per mole
HOMO level (alpha / beta) ... -8.238 / -7.966 eV

```
21
Properties=species:S:1:pos:R:3:forces:R:3:lowdin_charge:R:1
C -1.978699 1.767976 -0.399457 -1.3389 -0.6740 0.2377 -0.096
C -3.000513 1.169037 0.269484 -2.0606 -0.8510 0.3944 -0.097
C -0.842053 1.111333 -0.591068 5.3529 0.1130 -0.3882 -0.032
C -2.890169 -0.085977 0.776034 0.1883 -0.6785 0.3077 -0.003
C 0.603983 -0.956176 -0.184019 2.0828 -1.1195 0.9320 -0.018
C -0.569090 -0.138864 -0.008325 -0.7206 -0.3250 -0.1000 -0.140
C -1.665613 -0.865775 0.627916 -1.0085 3.8033 -0.7098 -0.407
C 1.959986 -0.745163 -0.106570 -0.9153 -0.9405 -1.9410 -0.189
C 2.660248 0.559504 0.288316 0.9044 -0.2965 3.0311 -0.350
N -1.657642 -2.070767 0.979100 0.3396 -2.5732 0.7813 0.234
N 2.860295 -1.832848 -0.470378 -0.8238 -0.3184 0.1254 0.050
F 1.953603 1.082264 1.355718 -0.5086 -0.1836 0.2042 0.021
F 2.703041 1.582240 -0.558561 -0.0121 0.1474 -1.7055 0.076
H -2.288686 2.608494 -0.887254 0.1739 2.5432 -1.2869 0.089
H -4.004169 1.585747 0.179171 0.2656 0.2197 0.5154 0.117
H 0.047470 1.660052 -1.100812 -1.6656 -1.2055 0.6524 0.154
H -3.753688 -0.537675 1.240098 0.0742 -0.2989 0.0206 0.107
H 0.344965 -2.057000 -0.115089 0.2854 1.2139 -0.6305 0.121
H 3.698161 0.458123 0.769759 -1.1894 -0.5908 -1.3349 0.175
H 3.407743 -1.559411 -1.271945 0.4446 0.3022 0.0113 0.074
H 2.410821 -2.735117 -0.792114 0.1316 1.7129 0.8831 0.111
```
Positions in Å, forces in eV/Å.



3.
Here is a cluster of 3 separate species, C20H29BrF5IN2O4 in total in a non-equilibrium geometry from the OMol25 dataset. Energies are from ωB97M-V/def2-TZVPD.

Summary:
Charge ... 0
Kohn-Sham gap ... 8.853 eV
Structure (SMILES) ... N#C[C@@H](CCCI)[C@@](Br)(C#N)CCCC(F)(F)C(F)(F)F.CCOC(C)=O.CCOC(C)=O
HOMO level ... -9.099 eV

```
62
Properties=species:S:1:pos:R:3:forces:R:3:lowdin_charge:R:1
N 1.115424 -3.591267 -0.755981 -1.4456 5.9852 -0.2528 0.144
C 0.887842 -2.407313 -0.782585 0.3937 -2.9358 -0.2756 -0.146
C 0.651561 -0.819344 -0.777595 1.4546 -0.3315 0.6905 -0.256
C 2.124894 -0.125821 -0.548268 0.1581 -0.6493 1.1580 -0.166
C 2.043967 1.371255 0.040135 0.8050 0.0191 -0.0803 -0.332
C 2.261668 2.541431 -1.039373 -0.1580 -0.4009 -0.1389 -0.633
I 1.653950 4.411327 -0.012852 0.3809 -0.7539 -0.5859 0.675
C -0.141586 -0.248859 -2.052311 0.3372 -0.5808 -1.4739 -0.620
Br -1.083932 1.456407 -1.502629 0.7086 -0.7860 -0.3241 0.819
C 0.814323 0.189689 -3.277394 2.2644 0.7224 -2.5216 -0.204
N 1.513866 0.505287 -4.218553 -3.9091 -1.7679 5.2447 0.147
C -1.255727 -1.231805 -2.672725 -0.9213 0.2660 -0.7514 -0.200
C -2.672856 -1.242921 -1.906625 -0.2228 -0.5527 -0.5078 -0.217
C -2.590337 -1.480283 -0.318278 -1.4758 -0.6325 0.0542 -0.082
C -4.111362 -1.609697 0.256815 0.2846 -0.2387 -0.5112 -0.257
F -4.133629 -1.722882 1.687083 -0.0804 -0.1328 -3.3832 0.047
F -4.750707 -2.738763 -0.399932 1.3216 2.3678 2.1755 0.027
C -5.029123 -0.321761 -0.125815 -1.6205 1.6824 -0.0380 -0.259
F -6.004705 -0.015058 0.889510 2.5508 -0.9876 -2.8591 0.064
F -4.231797 0.880719 -0.238491 -2.0831 -3.2449 0.0928 0.030
F -5.732519 -0.541827 -1.364920 2.0755 0.8974 3.5063 0.072
H 0.060603 -0.574648 0.188437 0.8208 -0.5562 -1.7888 0.129
H 2.815930 -0.240623 -1.467798 -1.3429 0.3046 1.3082 0.129
H 2.627719 -0.775154 0.287987 -1.1260 1.3226 -1.7467 0.108
H 2.899054 1.485134 0.819269 -1.4636 -0.2027 -1.3275 0.117
H 1.069105 1.502498 0.628403 1.3514 -0.0486 -1.0129 0.070
H 1.571917 2.483186 -1.957080 1.1497 0.0047 1.5302 0.001
H 3.361948 2.657815 -1.387774 -1.9844 -0.2477 0.7551 0.069
H -1.474643 -0.834471 -3.743521 0.3635 -0.6709 1.8485 0.134
H -0.917184 -2.319329 -2.813332 0.0626 1.7245 0.5003 0.129
H -3.264895 -2.146059 -2.338197 1.0628 1.5194 0.7078 0.136
H -3.269713 -0.312490 -2.223621 1.0368 -1.3461 0.8526 0.094
H -2.116432 -2.522283 -0.137736 -0.6191 1.8509 -0.0565 0.150
H -2.092095 -0.640342 0.275849 -0.6674 -1.2806 -0.9388 0.093
C -5.665639 3.626523 4.082001 0.1073 -0.1516 0.1606 -0.067
C -5.163192 4.270021 2.805985 -0.1422 -0.0873 0.1623 -0.229
O -3.782524 4.645546 2.925622 0.0728 0.4633 -0.2219 -0.001
C -2.747643 3.824496 2.661736 0.8276 -0.0377 0.1262 -0.518
C -3.008325 2.348645 2.540388 -0.1585 -0.3252 -0.5709 0.010
O -1.620539 4.262252 2.603184 -0.9977 -0.0141 0.0726 0.086
H -5.131724 2.698752 4.300659 -0.1001 0.0101 -0.0859 0.068
H -6.731872 3.401673 4.005702 0.0670 0.0242 -0.0090 0.082
H -5.506407 4.292340 4.934348 -0.0643 0.0160 -0.1427 0.085
H -5.327309 3.642906 1.926532 0.1058 -0.0487 0.0781 0.112
H -5.717087 5.196887 2.630219 0.3176 -0.0152 -0.0022 0.124
H -2.922033 1.885010 3.524922 -0.0506 0.0371 -0.0645 0.101
H -2.255743 1.919333 1.875817 0.0836 0.1120 0.2270 0.075
H -3.975207 2.110489 2.099215 -0.0554 -0.0225 0.2443 0.056
C 7.784798 -2.040295 -0.838656 -0.0997 0.1230 -0.1982 -0.067
C 7.095966 -2.926455 0.178699 0.2247 0.0906 -0.1409 -0.230
O 5.772932 -2.448885 0.468236 -0.2215 -0.0311 0.5096 0.004
C 4.675662 -2.778613 -0.238887 -0.4949 0.1384 -0.1488 -0.496
C 4.848235 -3.418804 -1.587321 -0.0731 -0.6878 -0.0690 0.018
O 3.573560 -2.489724 0.174160 1.4464 -0.3038 0.1836 0.041
H 7.259483 -2.045815 -1.796585 0.0844 -0.0913 0.0400 0.068
H 8.811731 -2.372752 -1.005975 -0.0683 0.0158 0.0304 0.083
H 7.802476 -1.003360 -0.492806 0.0468 -0.1385 0.0623 0.085
H 7.079924 -3.976620 -0.121452 -0.1049 0.0862 -0.0622 0.114
H 7.648287 -2.884884 1.122026 -0.3220 0.0503 -0.0195 0.124
H 4.914318 -2.640668 -2.350301 0.0443 -0.0541 0.0481 0.098
H 3.974335 -4.042016 -1.787162 -0.0470 0.2957 0.0232 0.087
H 5.712992 -4.077714 -1.650433 0.1092 0.2271 -0.0825 0.073
```
Positions in Å, forces in eV/Å.